C5H8N4O3 | ωB97M-V/def2-TZVPD

Computed properties:
energy relative to the best compared isomer or geometry (same formula, charge and spin) = 392.0 kJ/mol
total charge = 0
SMILES = CN1CC=C([N+](=O)[O-])N1C(N)=O

Atoms and positions in Å:
C 1.4099 1.2719 1.0299
C 2.1934 0.6224 0.2020
C 1.4653 -1.8443 0.0713
C -0.0104 0.7321 1.0408
C -0.6635 0.6856 -1.2962
N 1.0795 -0.6155 -0.4602
N -0.1526 -0.0770 -0.1634
N 0.4407 -2.7317 0.1650
N 3.5368 0.6083 -0.2176
O 4.3534 0.8903 0.6362
O 2.6091 -2.0892 0.3688
O 3.7680 0.3637 -1.3760
H 1.6761 2.1068 1.6534
H -0.1324 0.1031 1.9305
H -0.7600 1.5244 1.0607
H -1.7095 0.9233 -1.1074
H -0.1004 1.6094 -1.4665
H -0.5903 0.0641 -2.1846
H -0.4561 -2.5029 -0.2266
H 0.6749 -3.6961 0.3246